(1)
Below is 14 unconnected molecules or ions with the total composition H28O14 in a non-equilibrium geometry, with properties calculated with ωB97M-V with the def2-TZVPD basis set.

Output
- Charge: 0
- Orbital gap: 10.4240 eV
- Relative energy (zero: lowest compared OMol25 entry of this formula, charge and spin): 4.804 eV

```
42
H28O14 (ωB97M-V with the def2-TZVPD basis set)
H -0.0573 0.2398 -0.6007
H -1.0507 0.1743 0.5186
H -0.3237 0.1513 -4.2960
H 0.5498 0.1769 -5.4370
H 0.7860 -4.3263 -1.8717
H 1.9023 -3.5710 -1.5476
H -1.4005 1.6832 -1.9310
H -2.0737 2.8854 -2.3300
H -3.4323 3.9082 3.0297
H -4.4912 3.5986 2.1450
H 2.9185 1.1342 -1.0767
H 4.2075 0.4889 -1.1928
H 0.6021 -1.0742 3.7268
H 1.5685 -2.2186 3.8578
H 1.3851 1.5633 1.5768
H 2.3733 2.0201 2.6253
H -2.8957 -0.5375 -0.0630
H -4.2191 -0.2798 -0.6592
H -2.7097 -1.8117 -4.0197
H -1.4043 -1.1383 -3.5482
H 0.8900 1.1185 4.2674
H 1.8765 0.1095 4.7807
H 1.6755 3.2212 -3.2427
H 2.5365 3.1940 -2.0505
H -1.2518 -3.3438 2.2146
H -0.8323 -4.6583 2.3972
H 1.3726 -0.1685 1.5961
H 1.1831 -1.5711 1.6395
O -0.6618 0.7911 -0.0843
O 0.4373 0.5558 -4.5452
O 1.6818 -4.4005 -2.0195
O -2.2428 1.9314 -2.1042
O -3.5583 3.3368 2.2091
O 3.3203 0.3339 -0.7434
O 1.5197 -1.3391 3.9234
O 1.7675 1.3039 2.4251
O -3.7327 -1.0367 -0.3708
O -1.7497 -1.8605 -4.1145
O 1.3319 0.8083 5.0455
O 2.5559 3.5666 -2.9886
O -1.2538 -4.1685 1.7682
O 0.8996 -0.7909 1.0905
```

Here are the natural (NBO) charges for atoms 1 to 8, given in e: 0.48, 0.48, 0.45, 0.48, 0.46, 0.46, 0.46, 0.46

=====

(2)
Below is a molecular structure, C26H22AuN12O, with properties calculated with ωB97M-V with the def2-TZVPD basis set.

Output
- <S²>: 2.0413
- Charge: +3
- Orbital gap (alpha / beta): 8.1622 / 5.3176 eV
- 2S+1: 3

```
62
C26H22AuN12O (ωB97M-V with the def2-TZVPD basis set)
Au 0.6286 -0.2862 0.0593
N 0.9310 -4.2780 -0.9072
C 2.2782 -4.1491 -0.6853
C 2.4834 -2.8591 -0.3014
N 1.2719 -2.2184 -0.2939
C 0.3420 -3.0968 -0.6679
C -1.0285 -2.6535 -0.7611
N -1.2759 -1.3582 -0.6127
C -2.6245 -1.1820 -0.6785
C -3.2086 -2.4016 -0.8878
N -2.1917 -3.3117 -0.9320
H 0.4909 -5.1230 -1.2398
H 2.9759 -4.9573 -0.8214
H 3.4083 -2.3623 -0.0662
H -3.0905 -0.2151 -0.6005
H -4.2449 -2.6665 -1.0104
H -2.3206 -4.3022 -1.0754
C 1.3723 -1.2492 5.8693
N 0.8384 -0.9383 4.5477
C 1.3994 -1.0732 3.3413
N 0.5959 -0.5431 2.4306
C -0.4688 -0.0907 3.1558
N -0.3464 -0.3163 4.4367
C 2.6537 -0.4989 6.1853
C 3.5517 -1.0192 7.1310
C 4.7181 -0.3412 7.4714
C 5.0248 0.8602 6.8685
C 4.1259 1.3936 5.9261
C 2.9356 0.7145 5.6018
C 4.4271 2.6149 5.2774
N 5.5160 3.3834 5.4208
N 5.4040 4.3912 4.5938
C 4.2451 4.2498 3.9348
O 3.5961 3.1394 4.3484
C 3.7096 5.0835 2.9235
C 4.4025 6.2451 2.5335
C 3.8498 7.0547 1.5651
C 2.6312 6.7177 0.9806
C 1.9409 5.5545 1.3514
C 0.5835 5.2425 0.7382
N 0.4752 3.8868 0.2013
C 0.2951 2.7309 0.8299
N 0.3028 1.7518 -0.0721
C 0.5215 2.3929 -1.2670
N 0.6328 3.6806 -1.1192
C 2.4804 4.7479 2.3273
H 1.5182 -2.3241 5.9691
H 0.5948 -0.9551 6.5739
H 2.3510 -1.5422 3.1489
H -1.3313 0.3901 2.7228
H 3.3271 -1.9638 7.6123
H 5.3876 -0.7610 8.2094
H 5.9342 1.3969 7.1048
H 2.2504 1.1770 4.9037
H 5.3487 6.4811 3.0024
H 4.3637 7.9543 1.2565
H 2.2060 7.3748 0.2316
H 0.3819 5.9063 -0.0976
H -0.1946 5.3906 1.4880
H 0.0718 2.6169 1.8778
H 0.5722 1.8996 -2.2240
H 1.9674 3.8600 2.6704
```

Here are the natural (NBO) charges for atoms 1 to 8, given in e: 1.26, -0.45, -0.04, -0.07, -0.53, 0.33, 0.29, -0.51

=====

(3)
Below is a molecular structure, C20H16Co2NO8 in a non-equilibrium geometry, with properties calculated with ωB97M-V with the def2-TZVPD basis set.

Output
- Charge: -1
- Orbital gap: 5.8283 eV
- Relative energy (zero: lowest compared OMol25 entry of this formula, charge and spin): 0.474 eV

```
47
C20H16Co2NO8 (ωB97M-V with the def2-TZVPD basis set)
C -6.5337 -3.8494 1.4855
O -5.9791 -2.5197 1.5959
C -4.6315 -2.3668 1.5174
C -4.1277 -1.0451 1.6035
C -2.7708 -0.8140 1.4746
C -1.8543 -1.8682 1.2637
C -0.4002 -1.6152 1.1549
C 0.1399 -0.3735 0.9640
N 0.4059 -2.7490 1.3005
C 1.6699 -2.9086 0.7684
C 2.2161 -4.3030 0.9623
O 2.2822 -2.0281 0.1799
C -2.3703 -3.1765 1.1630
C -3.7290 -3.4430 1.3219
H -7.6109 -3.6832 1.5039
H -6.2370 -4.3339 0.5445
H -6.2286 -4.4740 2.3367
H -4.8316 -0.2318 1.7631
H -2.3895 0.2009 1.5571
H 1.2089 -0.2306 1.0444
H -0.5316 0.4760 0.8740
H 0.0209 -3.5842 1.7281
H 1.8782 -4.7616 1.8985
H 1.9058 -4.9365 0.1210
H 3.3049 -4.2420 0.9632
H -1.7216 -4.0278 0.9477
H -4.0912 -4.4731 1.2728
O 5.3615 2.8311 0.8074
C 4.7761 3.4194 0.0063
Co 3.8516 4.3046 -1.1995
C 2.7361 5.0278 -0.0271
O 2.0333 5.5107 0.7513
C 5.1587 5.4642 -1.4841
O 5.9996 6.2337 -1.6631
C 3.1547 2.5264 -1.8647
C 1.8910 2.0023 -1.6509
C 1.1845 0.9433 -1.2041
Co 1.8572 3.5216 -2.6085
C 0.4717 4.1456 -1.7199
O -0.4230 4.6357 -1.1744
C 1.0942 3.3214 -4.2115
O 0.5774 3.2606 -5.2441
C 2.7095 5.1538 -2.9256
O 2.8128 6.1442 -3.5330
H 3.9816 1.8991 -2.2256
H 0.0988 1.0255 -1.1460
H 1.6783 -0.0093 -0.9932
```

Here are the natural (NBO) charges for atoms 1 to 8, given in e: -0.25, -0.50, 0.30, -0.26, -0.17, -0.01, 0.08, -0.36

=====

(4)
Below is 2 unconnected molecules or ions with the total composition C6H16N4Si in a non-equilibrium geometry, with properties calculated with ωB97M-V with the def2-TZVPD basis set.

Output
- Charge: +2
- Orbital gap: 10.7309 eV
- Relative energy (zero: lowest compared OMol25 entry of this formula, charge and spin): 0.000 eV

```
27
C6H16N4Si (ωB97M-V with the def2-TZVPD basis set)
C 0.5278 -2.6528 -0.8140
C -0.2066 -0.4764 -0.0870
C -0.7027 -2.4630 1.2722
C 1.7689 2.3968 -0.0163
C -0.9604 2.3377 1.7523
C -1.1435 2.7501 -1.4525
N 0.1977 -3.1544 0.3675
N 0.2153 -1.3501 -1.0605
N -0.6010 -1.0278 1.0206
N 1.2113 -3.3572 -1.6971
Si -0.1093 2.3794 0.0722
H -1.7415 -2.7925 1.1113
H -0.4198 -2.6879 2.3057
H 2.1336 3.4225 0.0616
H 2.2374 1.8376 0.7923
H 2.1391 2.0101 -0.9625
H -1.9276 1.8412 1.7140
H -0.3504 1.8725 2.5243
H -1.1541 3.3558 2.0898
H -0.5368 3.1406 -2.2688
H -1.6708 1.8731 -1.8230
H -1.9017 3.5012 -1.2291
H 0.4975 -4.0836 0.6301
H 0.4575 -0.9526 -1.9595
H -0.9057 -0.4290 1.7767
H 1.4657 -4.3210 -1.5300
H 1.4800 -2.9703 -2.5903
```

Here are the natural (NBO) charges for atoms 1 to 8, given in e: 0.69, 0.28, -0.07, -1.18, -1.20, -1.19, -0.54, -0.62

=====

(5)
Below is a molecular structure, C21H42MgNO24 in a non-equilibrium geometry, with properties calculated with ωB97M-V with the def2-TZVPD basis set.

Output
- Charge: +1
- Orbital gap: 3.3321 eV

```
89
C21H42MgNO24 (ωB97M-V with the def2-TZVPD basis set)
Mg 0.2064 2.4284 3.6916
N 0.2950 -0.3658 0.0386
O 1.1948 -0.0168 -0.6710
O 0.0688 0.2577 1.0955
O -0.4317 -1.3013 -0.2728
C -1.6123 8.2141 -0.0085
O -1.4885 7.0070 0.7759
C -0.5074 6.0909 0.5777
O -0.3984 5.0806 1.2283
O 0.4311 6.5347 -0.3422
C 1.5404 5.7245 -0.7355
H -2.3914 8.8914 0.3414
H -2.0381 7.7951 -0.9202
H -0.6886 8.7121 -0.3031
H 2.3912 6.3753 -0.9373
H 1.2817 5.1312 -1.6125
H 1.9477 5.0853 0.0479
C 0.6430 -3.0356 8.5367
O 0.3343 -1.8871 7.7266
C 1.1126 -1.4769 6.6691
O 0.8954 -0.4393 6.0335
O 2.0906 -2.3651 6.3795
C 3.1158 -1.9897 5.4676
H 1.6792 -3.0581 8.8741
H 0.4209 -3.9791 8.0383
H -0.1170 -3.1105 9.3145
H 2.7220 -1.6799 4.4996
H 3.8437 -2.7730 5.2562
H 3.6779 -1.1448 5.8656
C 4.8599 -8.0089 -4.9326
O 3.9631 -7.4147 -5.8614
C 3.0867 -6.3924 -5.6406
O 2.4111 -5.9015 -6.5198
O 3.2509 -5.8180 -4.3738
C 2.5407 -4.6756 -3.9178
H 5.5844 -7.2544 -4.6261
H 5.3093 -8.9348 -5.2917
H 4.1841 -8.3598 -4.1527
H 3.0460 -3.7821 -4.2846
H 2.3687 -4.6556 -2.8416
H 1.5579 -4.6456 -4.3881
C 3.1546 1.5311 -6.2335
O 4.0728 1.9367 -7.2451
C 5.0887 1.0462 -7.5499
O 5.2902 -0.0947 -7.1499
O 5.8285 1.6319 -8.5352
C 7.0406 1.0233 -8.9336
H 2.4882 0.7929 -6.6797
H 2.5534 2.3919 -5.9407
H 3.7365 1.2101 -5.3695
H 7.6353 1.8161 -9.3874
H 6.7315 0.2646 -9.6526
H 7.6453 0.5827 -8.1410
C -1.0364 -5.1365 3.6448
O -1.8745 -5.2371 4.8199
C -2.1045 -6.3652 5.4374
O -1.7624 -7.5069 5.1396
O -2.9882 -6.1685 6.4251
C -3.6450 -7.2548 7.1089
H -1.5664 -5.1172 2.6925
H -0.2297 -5.8681 3.5989
H -0.5226 -4.1768 3.7017
H -3.3854 -8.1875 6.6082
H -4.7229 -7.0934 7.0931
H -3.3086 -7.4428 8.1285
C -4.6773 4.2568 4.7135
O -5.1243 3.2480 3.8611
C -4.3606 2.1237 3.6841
O -3.1308 1.9989 4.0150
O -5.1910 1.2349 3.1079
C -4.6880 -0.0215 2.7425
H -5.4822 4.9535 4.9479
H -3.8678 4.7461 4.1719
H -4.2728 3.8859 5.6553
H -3.9199 -0.3954 3.4196
H -4.2196 0.0810 1.7636
H -5.4854 -0.7606 2.6657
C -2.5366 2.6999 -3.0144
O -2.9112 3.6751 -4.0485
C -3.5232 4.8193 -3.7400
O -3.9963 5.0656 -2.6502
O -3.6955 5.5630 -4.8764
C -4.3838 6.7785 -4.8458
H -2.1546 3.1550 -2.1005
H -1.7479 2.0684 -3.4232
H -3.3853 2.0720 -2.7432
H -5.1371 6.6315 -5.6197
H -3.8193 7.6326 -5.2200
H -4.7904 7.0477 -3.8709
```

Here are the Mulliken charges for atoms 1 to 8, given in e: 1.47, 1.03, -0.53, -0.48, -0.49, -0.59, -0.31, 0.78

=====

(6)
Below is C2H7N3O in the gas phase in a non-equilibrium geometry, with properties calculated with ωB97M-V with the def2-TZVPD basis set.

Output
- <S²>: 2.0072
- Charge: 0
- Orbital gap (alpha / beta): 6.4752 / 8.9009 eV
- Relative energy (zero: lowest compared OMol25 entry of this formula, charge and spin): 0.922 eV
- 2S+1: 3

```
13
C2H7N3O (ωB97M-V with the def2-TZVPD basis set)
C 0.6041 -2.1761 0.2660
C -0.2110 2.2985 -0.7602
N 0.3529 0.0753 0.0064
N 0.1536 -0.9623 0.7594
N -0.3856 1.0724 0.1313
O -1.3159 1.0967 0.9698
H -0.1874 -2.6148 -0.3689
H 1.5083 -2.0845 -0.2713
H 0.5943 -2.8964 1.0417
H -1.0693 2.4589 -1.3734
H 0.5525 1.8411 -1.3705
H 0.1828 3.0999 -0.1392
H -0.7794 -1.2086 1.1088
```

Here are the natural (NBO) charges for atoms 1 to 8, given in e: -0.41, -0.43, -0.19, -0.31, 0.12, -0.38, 0.18, 0.22